(1)
Computed, not measured: a molecular structure, C56H50ClCrN9O4PS, with ωB97M-V with the def2-TZVPD basis set.

Last column: Löwdin spin population.
Cartesian coordinates (Å):
Cr (-0.647, 0.603, -0.052)  3.736
C (1.558, -0.352, 5.081)  0.000
N (0.466, 0.073, 4.218)  0.002
C (0.341, -0.148, 2.881)  0.007
N (-0.786, 0.370, 2.417)  0.033
C (-1.417, 0.936, 3.491)  0.004
C (-0.645, 0.774, 4.618)  0.001
C (-0.914, 1.128, 6.021)  0.000
C (-2.111, 0.722, 6.608)  0.000
C (-2.401, 1.069, 7.917)  0.000
C (-1.498, 1.823, 8.654)  0.000
C (-0.306, 2.235, 8.076)  0.000
C (-0.018, 1.893, 6.763)  0.000
C (-2.669, 1.700, 3.389)  0.000
C (-3.708, 1.261, 2.580)  0.000
C (-4.876, 1.998, 2.464)  0.000
C (-5.021, 3.183, 3.169)  0.000
C (-3.989, 3.624, 3.986)  0.000
C (-2.820, 2.891, 4.094)  0.000
P (1.678, -0.930, 1.944)  0.006
C (2.175, 0.392, 0.803)  0.014
N (1.397, 0.988, -0.085)  0.003
C (2.184, 1.828, -0.826)  0.007
C (3.472, 1.743, -0.355)  -0.001
N (3.447, 0.833, 0.675)  0.008
C (4.604, 0.386, 1.437)  0.001
C (4.720, 2.335, -0.865)  0.000
C (5.124, 2.032, -2.163)  0.000
C (6.285, 2.587, -2.675)  0.000
C (7.051, 3.444, -1.896)  0.000
C (6.654, 3.745, -0.600)  0.000
C (5.490, 3.193, -0.086)  0.000
C (1.660, 2.651, -1.925)  0.002
C (2.235, 3.884, -2.226)  0.001
C (1.726, 4.664, -3.252)  0.000
C (0.626, 4.233, -3.981)  0.001
C (0.043, 3.010, -3.683)  0.002
C (0.566, 2.224, -2.669)  0.014
C (0.720, -1.921, 0.752)  0.013
N (-0.119, -1.448, -0.159)  0.003
C (-0.554, -2.519, -0.903)  0.006
C (0.039, -3.659, -0.419)  -0.001
N (0.837, -3.263, 0.631)  0.007
C (1.750, -4.118, 1.378)  0.001
C (-0.040, -5.047, -0.899)  0.000
C (0.267, -5.327, -2.228)  0.000
C (0.171, -6.624, -2.706)  0.000
C (-0.226, -7.651, -1.861)  0.000
C (-0.529, -7.379, -0.534)  0.000
C (-0.440, -6.081, -0.055)  0.000
C (-1.499, -2.401, -2.024)  0.002
C (-1.399, -1.347, -2.925)  0.007
C (-2.317, -1.210, -3.953)  0.001
C (-3.339, -2.138, -4.104)  0.001
C (-3.429, -3.209, -3.225)  0.001
C (-2.517, -3.338, -2.189)  0.001
H (1.991, -1.272, 4.695)  0.000
H (1.166, -0.533, 6.079)  0.000
H (2.331, 0.414, 5.136)  0.000
H (-2.815, 0.141, 6.027)  0.000
H (-3.333, 0.751, 8.363)  0.000
H (-1.727, 2.097, 9.676)  0.000
H (0.394, 2.834, 8.641)  0.000
H (0.897, 2.249, 6.306)  0.000
H (-3.591, 0.336, 2.037)  0.000
H (-5.672, 1.650, 1.818)  0.000
H (-5.928, 3.765, 3.077)  0.000
H (-4.085, 4.557, 4.525)  0.000
H (-2.007, 3.270, 4.699)  0.000
H (5.497, 0.555, 0.840)  0.000
H (4.511, -0.675, 1.653)  0.000
H (4.688, 0.941, 2.370)  0.000
H (4.526, 1.346, -2.752)  0.000
H (6.599, 2.346, -3.682)  0.000
H (7.957, 3.877, -2.297)  0.000
H (7.245, 4.417, 0.007)  0.000
H (5.164, 3.451, 0.915)  0.000
H (3.065, 4.253, -1.639)  0.000
H (2.175, 5.625, -3.462)  0.000
H (0.214, 4.857, -4.763)  0.000
H (-0.821, 2.666, -4.237)  0.000
H (0.127, 1.253, -2.468)  0.011
H (1.915, -5.028, 0.809)  0.000
H (1.332, -4.373, 2.351)  0.000
H (2.698, -3.604, 1.515)  0.000
H (0.584, -4.521, -2.879)  0.000
H (0.414, -6.835, -3.739)  0.000
H (-0.297, -8.663, -2.235)  0.000
H (-0.842, -8.177, 0.126)  0.000
H (-0.696, -5.867, 0.976)  0.000
H (-0.577, -0.650, -2.826)  0.005
H (-2.228, -0.382, -4.644)  0.000
H (-4.053, -2.035, -4.910)  0.000
H (-4.212, -3.946, -3.347)  0.000
H (-2.594, -4.175, -1.505)  0.000
O (-1.728, 4.357, 1.274)  0.001
Cl (-0.610, 3.716, 0.674)  0.006
O (0.093, 4.581, -0.214)  0.002
O (0.273, 3.146, 1.655)  0.004
O (-1.148, 2.578, -0.163)  0.033
C (-4.887, -2.395, 0.414)  0.002
N (-4.758, -1.119, -0.281)  0.012
C (-5.922, -0.554, -0.956)  0.002
C (-3.606, -0.513, -0.328)  0.030
N (-2.594, 0.041, -0.395)  0.009
H (-5.670, -2.322, 1.169)  0.000
H (-3.944, -2.638, 0.898)  0.000
H (-5.139, -3.182, -0.298)  0.000
H (-6.327, -1.290, -1.652)  0.000
H (-5.623, 0.331, -1.511)  0.000
H (-6.685, -0.283, -0.225)  0.000
S (2.497, -0.904, -2.963)  0.001
C (2.105, -0.540, -4.553)  0.000
N (2.217, 0.746, -5.000)  0.000
C (1.891, 1.176, -6.243)  0.000
C (1.429, 0.300, -7.169)  0.000
C (1.297, -1.055, -6.783)  0.000
C (1.621, -1.462, -5.524)  0.000
H (2.504, 1.424, -4.302)  0.000
H (2.023, 2.233, -6.424)  0.000
H (1.174, 0.637, -8.161)  0.000
H (0.932, -1.779, -7.500)  0.000
H (1.523, -2.492, -5.218)  0.000

Properties
Strongest force on any atom = 0.50 eV Å⁻¹
⟨S²⟩ = 6.01
Total charge = +1
Energy relative to the best compared isomer or geometry (same formula, charge and spin) = 0.0 kcal per mole
Kohn-Sham gap (spin up / spin down) = 8.039 / 7.902 eV
Multiplicity = 5
HOMO (spin up / spin down) = -9.80 / -9.80 eV

---

(2)
Computed, not measured: 3 unconnected molecules or ions with the total composition C24H41ClIN4O7S2, with ωB97M-V with the def2-TZVPD basis set.

Last column: Mulliken charge in e.
Cartesian coordinates (Å):
C (-3.579, -3.130, 2.191)  -0.906
C (-2.808, -2.606, 0.801)  -0.099
N (-1.362, -2.983, 0.723)  -0.099
C (-0.398, -1.912, 1.177)  0.143
C (-0.796, -1.249, 2.663)  -0.340
C (0.375, -0.262, 3.261)  -0.388
O (0.561, 1.025, 2.957)  -0.518
I (1.759, -1.118, 4.760)  0.089
O (0.866, -2.620, 1.475)  -0.336
C (1.675, -2.917, 0.302)  0.474
C (1.315, -4.335, -0.469)  0.414
C (1.740, -4.711, -2.018)  -0.409
C (1.441, -6.114, -2.786)  -0.207
N (0.706, -7.205, -2.086)  -0.447
C (0.276, -6.912, -0.689)  -0.252
C (0.499, -5.604, 0.256)  -0.431
C (1.824, -1.710, -0.797)  -0.858
N (1.215, -0.467, -0.147)  0.144
Cl (1.573, 0.841, -1.212)  0.038
C (-0.290, -0.791, -0.028)  -0.586
C (-1.210, 0.536, 0.141)  -0.838
C (-1.863, 1.172, -1.213)  0.189
O (-1.710, 0.397, -2.446)  -0.582
C (-1.398, 2.759, -1.475)  -0.180
N (-2.267, 3.574, -0.494)  -0.622
H (-4.373, -2.337, 2.521)  0.322
H (-4.085, -4.199, 2.030)  0.292
H (-2.791, -3.207, 3.078)  0.230
H (-3.364, -3.199, -0.074)  0.358
H (-3.070, -1.481, 0.632)  -0.058
H (-1.240, -3.768, 1.431)  0.310
H (-0.826, -2.192, 3.396)  0.506
H (-1.870, -0.793, 2.692)  0.293
H (2.785, -3.090, 0.716)  0.439
H (2.340, -3.885, -2.628)  0.197
H (1.832, -6.274, -3.890)  0.298
H (-0.343, -7.791, -0.164)  0.274
H (0.118, -5.522, 1.381)  0.301
H (1.412, -1.946, -1.864)  0.463
H (2.982, -1.455, -0.936)  0.374
H (1.649, -0.230, 0.782)  0.519
H (-0.523, -1.412, -1.022)  0.532
H (-2.107, 0.443, 0.920)  0.245
H (-0.517, 1.389, 0.610)  0.458
H (-3.043, 1.260, -1.042)  0.250
H (-0.768, 0.110, -2.623)  0.337
H (-1.692, 3.129, -2.545)  -0.073
H (-0.293, 2.971, -1.159)  0.210
H (-3.281, 3.392, -0.656)  0.274
H (-1.987, 3.235, 0.473)  0.250
C (-4.606, 5.239, -6.150)  -0.550
C (-4.007, 3.853, -6.387)  -0.761
C (-3.630, 3.277, -5.023)  -0.494
S (-4.742, 4.024, -3.841)  1.250
O (-3.970, 4.862, -2.948)  -0.645
O (-5.667, 3.019, -3.355)  -0.710
C (-5.593, 5.072, -5.004)  -0.766
H (-5.094, 5.629, -7.048)  0.348
H (-3.813, 5.940, -5.864)  0.289
H (-4.756, 3.210, -6.865)  0.316
H (-3.139, 3.896, -7.052)  0.338
H (-3.750, 2.191, -4.998)  0.400
H (-2.608, 3.547, -4.744)  0.278
H (-5.863, 6.017, -4.529)  0.395
H (-6.493, 4.545, -5.334)  0.330
C (7.063, 2.019, 5.374)  -0.596
C (5.548, 2.140, 5.529)  -0.731
C (4.906, 1.429, 4.338)  -0.073
S (6.059, 0.162, 3.833)  1.159
O (6.551, 0.487, 2.511)  -0.662
O (5.510, -1.140, 4.157)  -0.653
C (7.326, 0.562, 5.021)  -0.682
H (7.590, 2.312, 6.286)  0.344
H (7.405, 2.669, 4.560)  0.297
H (5.236, 1.654, 6.461)  0.303
H (5.229, 3.186, 5.582)  0.335
H (3.955, 0.967, 4.612)  -0.136
H (4.761, 2.111, 3.496)  0.350
H (8.313, 0.397, 4.586)  0.395
H (7.184, -0.085, 5.892)  0.337

Properties
Strongest force on any atom = 8.22 eV Å⁻¹
Total charge = +1
Kohn-Sham gap = 7.381 eV
HOMO = -11.35 eV